{
  "formula": "C9H19BrNO",
  "method": "ωB97M-V with the def2-TZVPD basis set",
  "species": ["Br", "C", "C", "C", "C", "C", "C", "N", "O", "C", "C", "C", "H", "H", "H", "H", "H", "H", "H", "H", "H", "H", "H", "H", "H", "H", "H", "H", "H", "H", "H"],
  "xyz": [[3.0963, 1.9307, 2.3592], [1.0591, 0.3773, 1.7068], [1.2281, 0.1383, 0.0927], [1.3060, -1.3506, -0.1728], [-0.0311, -2.1548, 0.2130], [-1.1807, -1.5087, -0.6039], [-1.2551, 0.0491, -0.6129], [0.1305, 0.6795, -0.8095], [-0.0629, 2.1115, -0.9265], [-2.1131, 0.4256, -1.7946], [-2.0962, 0.4478, 0.6418], [2.4609, 0.8891, -0.3163], [0.0748, 0.1437, 2.1127], [1.2753, 1.3865, 2.0575], [1.6456, -0.1909, 2.4287], [1.3896, -1.5341, -1.2440], [2.2396, -1.6869, 0.2781], [-0.2352, -2.1047, 1.2825], [0.0519, -3.2238, 0.0172], [-2.0833, -1.9397, -0.1706], [-1.0441, -1.9247, -1.6021], [-2.4098, 1.4337, -2.0839], [-1.4933, 0.2829, -2.6798], [-3.0354, -0.1350, -1.9468], [-3.1146, 0.7593, 0.4095], [-2.1683, -0.3628, 1.3670], [-1.6439, 1.2806, 1.1803], [3.3987, 0.5549, 0.1275], [2.4483, 1.8917, 0.1111], [2.4293, 0.9809, -1.4019], [-0.2673, 2.3535, -0.0202]],
  "homo_lumo_gap_ev": 6.100,
  "lumo_ev": 3.031,
  "charge": -1
}

***

{
  "formula": "C9H19CaN2O4",
  "method": "ωB97M-V with the def2-TZVPD basis set",
  "species": ["Ca", "C", "N", "C", "C", "O", "C", "O", "C", "C", "O", "N", "C", "C", "H", "H", "H", "H", "H", "H", "H", "H", "H", "H", "H", "H", "H", "H", "H", "H", "C", "O", "H", "H", "H"],
  "xyz": [[1.3631, -1.2526, 1.2006], [2.4445, -3.0257, -3.3823], [1.0491, -2.9191, -2.9659], [0.0643, -3.2676, -3.9798], [0.7489, -2.5312, -1.7342], [1.6047, -2.2479, -0.8848], [-0.7208, -2.4291, -1.3325], [-0.7362, -1.9080, -0.0208], [-1.9968, -1.9494, 0.6119], [-1.7539, -1.5943, 2.0767], [-0.5850, -1.4286, 2.4510], [-2.7971, -1.4785, 2.8870], [-2.6015, -1.1305, 4.2914], [-4.1798, -1.6853, 2.4819], [2.7106, -4.0737, -3.5234], [2.5765, -2.4969, -4.3255], [3.0852, -2.5881, -2.6258], [0.2959, -4.2525, -4.3849], [-0.9411, -3.2968, -3.5732], [0.0917, -2.5418, -4.7932], [-1.2776, -1.7745, -2.0092], [-1.1813, -3.4228, -1.3591], [-2.6813, -1.2392, 0.1383], [-2.4354, -2.9505, 0.5392], [-1.5642, -0.8667, 4.4604], [-3.2403, -0.2842, 4.5416], [-2.8707, -1.9769, 4.9240], [-4.2549, -2.0061, 1.4484], [-4.6342, -2.4496, 3.1124], [-4.7427, -0.7588, 2.5989], [3.0706, 1.6446, 1.6499], [2.3923, 0.4408, 1.4808], [3.0878, 2.2329, 0.7249], [4.1129, 1.4790, 1.9481], [2.6073, 2.2636, 2.4274]],
  "homo_lumo_gap_ev": 8.305,
  "lumo_ev": -2.704,
  "charge": 1
}

***

{
  "formula": "C9H19ClNOS",
  "method": "ωB97M-V with the def2-TZVPD basis set",
  "species": ["C", "C", "C", "C", "C", "C", "C", "C", "C", "N", "O", "S", "Cl", "H", "H", "H", "H", "H", "H", "H", "H", "H", "H", "H", "H", "H", "H", "H", "H", "H", "H", "H"],
  "xyz": [[0.9775, 2.0567, 1.3315], [0.0056, -0.5361, 0.2994], [1.0022, 2.9316, 0.1351], [-3.5094, 1.0537, -0.6836], [2.7594, -1.0656, -0.5034], [0.6379, -1.9417, 0.2542], [-3.5176, -0.4779, -0.2433], [2.1322, -1.9717, 0.4931], [-2.1861, -1.1504, -0.4532], [2.3744, 1.5527, 1.5821], [-1.1673, -0.2820, -0.0248], [-1.9308, -1.6374, -2.2614], [2.5077, -1.3983, 2.2218], [0.4255, 2.6196, -0.7578], [0.4289, 3.8871, 0.2927], [1.9462, 3.1144, -0.2979], [-4.1071, 1.6244, -0.0502], [-2.4948, 1.5686, -0.5961], [-3.8386, 1.0934, -1.6815], [2.2186, -0.1933, -0.5459], [3.8410, -0.9378, -0.2560], [2.7887, -1.5961, -1.3402], [0.0856, -2.6796, 0.8355], [0.4364, -2.3222, -0.8501], [-4.4826, -1.0261, -0.5232], [-3.6497, -0.5994, 0.7955], [2.6339, -3.0321, 0.5121], [-2.1801, -2.1547, 0.0695], [2.5903, 1.6564, 2.5889], [3.0945, 2.0183, 0.9705], [2.3084, 0.4539, 1.5890], [-2.1309, -0.6283, -2.9024]],
  "homo_lumo_gap_ev": [7.425, 7.427],
  "lumo_ev": [-4.130, -4.129],
  "charge": 1
}

***

{
  "formula": "C9H19F4IMnN3O9S4",
  "method": "ωB97M-V with the def2-TZVPD basis set",
  "species": ["Mn", "N", "S", "O", "O", "F", "S", "O", "O", "F", "N", "S", "O", "O", "F", "S", "O", "O", "F", "I", "C", "C", "C", "C", "C", "C", "N", "O", "C", "C", "C", "H", "H", "H", "H", "H", "H", "H", "H", "H", "H", "H", "H", "H", "H", "H", "H", "H", "H", "H"],
  "xyz": [[-0.4941, -1.9721, -0.1176], [-0.8476, -2.1670, 1.8176], [-0.3847, -2.9321, 3.1175], [-1.3793, -3.7977, 3.6969], [0.5795, -2.2839, 3.9771], [0.5565, -3.9900, 2.3652], [-1.9102, -1.1800, 2.7206], [-1.2766, -0.2179, 3.5703], [-3.2375, -1.6444, 2.9853], [-2.1643, -0.2234, 1.4329], [1.0610, -2.9766, -0.9291], [1.1569, -4.6888, -1.0786], [1.9711, -5.3833, -0.1197], [1.1266, -5.2184, -2.4088], [-0.2758, -4.8683, -0.4394], [2.4331, -2.7575, -1.6356], [2.3730, -2.7120, -3.0678], [3.6624, -3.2564, -1.0803], [2.6406, -1.2094, -1.2129], [-2.7872, -2.8155, -1.2887], [2.0619, 2.0544, -0.3850], [0.8751, 1.4530, 0.3829], [0.1620, 2.4725, 1.2705], [-0.6324, 3.5599, 0.5648], [-1.7084, 2.8790, -0.2468], [-1.0888, 1.8336, -1.2149], [-0.2388, 0.9045, -0.4512], [0.2246, -0.1161, -1.3249], [-2.2530, 1.0494, -1.7960], [-0.4479, 2.6471, -2.3843], [1.3623, 0.3353, 1.3277], [2.8642, 2.2075, 0.3391], [1.8764, 3.0677, -0.7456], [2.4308, 1.4069, -1.1801], [-0.4721, 1.9213, 1.9700], [0.8668, 2.9255, 1.9778], [0.0805, 4.1638, 0.0001], [-1.0581, 4.1716, 1.3627], [-2.4037, 3.5197, -0.7931], [-2.3919, 2.3057, 0.3877], [-2.9055, 0.6075, -1.0450], [-2.8306, 1.5712, -2.5612], [-1.8753, 0.2288, -2.4136], [0.0475, 3.5889, -2.1354], [0.4490, 2.1525, -2.7877], [-1.1275, 2.7804, -3.2207], [2.2378, 0.7418, 1.8365], [1.6251, -0.5830, 0.8038], [0.6495, 0.1362, 2.1234], [0.8171, 0.3081, -1.9667]],
  "homo_lumo_gap_ev": [7.995, 7.981],
  "spin_multiplicity": 6,
  "lumo_ev": [2.004, 1.933],
  "charge": -1
}

***

{
  "formula": "C9H19F4IN3O9PtS4",
  "method": "ωB97M-V with the def2-TZVPD basis set",
  "species": ["Pt", "N", "S", "O", "O", "F", "S", "O", "O", "F", "N", "S", "O", "O", "F", "S", "O", "O", "F", "I", "C", "C", "C", "C", "C", "C", "N", "O", "C", "C", "C", "H", "H", "H", "H", "H", "H", "H", "H", "H", "H", "H", "H", "H", "H", "H", "H", "H", "H", "H"],
  "xyz": [[3.7148, 8.3833, 9.0250], [4.8348, 6.8138, 9.6424], [5.4463, 5.5098, 8.9719], [4.6667, 4.3419, 9.1898], [6.8829, 5.4514, 8.9273], [5.0754, 5.9603, 7.4761], [5.6662, 6.6226, 11.1390], [6.8654, 7.3472, 11.3392], [5.4065, 5.3634, 11.7852], [4.6155, 7.5990, 11.8782], [3.2830, 9.8179, 10.4706], [3.8774, 11.0224, 11.2482], [4.6119, 10.6888, 12.4320], [3.1973, 12.2957, 11.1323], [5.0858, 11.2464, 10.1842], [1.9191, 9.6761, 11.5565], [0.6966, 9.9911, 10.8667], [2.0241, 9.9594, 12.9633], [1.9072, 8.1048, 11.6012], [1.3102, 7.2776, 7.8309], [2.5895, 11.0604, 7.0759], [4.0167, 11.1606, 6.5190], [4.5813, 12.4957, 7.0445], [6.0671, 12.7008, 6.8769], [6.7907, 11.6055, 7.6635], [6.3202, 10.2110, 7.2611], [4.8336, 10.0866, 7.1213], [4.4033, 8.8054, 6.7062], [7.0086, 9.8057, 5.9415], [6.8280, 9.2101, 8.3321], [3.9216, 11.1803, 4.9687], [2.2287, 10.0557, 6.8414], [1.8908, 11.6924, 6.5207], [2.4424, 11.2914, 8.1299], [4.0929, 13.3140, 6.5011], [4.1985, 12.6266, 8.0583], [6.3604, 13.6767, 7.2619], [6.3289, 12.5670, 5.8234], [6.7867, 11.8891, 8.7160], [7.8658, 11.7084, 7.4781], [6.5192, 10.2219, 5.0581], [8.0190, 10.2119, 5.9191], [7.0418, 8.7185, 5.8512], [7.9170, 9.1776, 8.2604], [6.5349, 9.4208, 9.3558], [6.5035, 8.2184, 8.0089], [4.8871, 11.4044, 4.5094], [3.1899, 11.8970, 4.6051], [3.6609, 10.1883, 4.5894], [4.8901, 8.6987, 5.8681]],
  "homo_lumo_gap_ev": [8.534, 6.335],
  "spin_multiplicity": 3,
  "lumo_ev": [2.140, 0.105],
  "charge": -1
}

***

{
  "formula": "C9H19FN2OP",
  "method": "ωB97M-V with the def2-TZVPD basis set",
  "species": ["C", "C", "C", "C", "C", "C", "C", "C", "C", "N", "N", "O", "F", "P", "H", "H", "H", "H", "H", "H", "H", "H", "H", "H", "H", "H", "H", "H", "H", "H", "H", "H", "H"],
  "xyz": [[2.7412, -0.5437, -0.8183], [-2.4708, 0.3839, 2.2048], [-1.0834, -1.7207, 1.8860], [-0.2385, 0.9548, -1.5717], [-0.5251, 2.9185, -0.0538], [3.7717, -1.0647, -1.5493], [4.7979, -1.6918, -0.9126], [-1.5030, -0.3918, 1.2514], [-0.9074, 1.4395, -0.2768], [2.0244, 0.0136, -0.1039], [-0.4833, 0.5909, 0.8327], [1.2588, -2.6158, -1.7689], [1.7003, 1.8314, 1.5829], [1.0244, 0.3198, 1.4372], [-3.3972, 0.8144, 1.5679], [-2.8612, -0.1852, 2.9578], [-2.0268, 1.2648, 2.6628], [-0.1062, -1.9551, 1.5961], [-1.7405, -2.4852, 1.5260], [-1.1629, -1.7981, 3.0487], [-0.4144, -0.0854, -1.7499], [-0.6530, 1.5612, -2.3505], [0.7747, 1.1825, -1.6628], [0.3443, 3.0209, 0.5998], [-1.3106, 3.3467, 0.4794], [-0.4181, 3.4342, -1.0198], [3.5686, -0.7895, -2.5511], [0.4916, -3.1148, -1.2568], [4.8771, -2.0394, 0.0693], [5.4261, -2.0312, -1.7159], [-2.0378, -0.5136, 0.3825], [-1.9677, 1.1982, -0.2708], [1.6721, -3.3253, -2.2695]],
  "homo_lumo_gap_ev": 8.581,
  "lumo_ev": -4.388,
  "charge": 1
}

***

Molecular weight for the records above, in order: 237.2; 259.3; 224.8; 699.4; 839.5; 221.2 g mol⁻¹
Energy above the lowest of the compared OMol25 structures with the same formula, charge and spin for the records above, in order: 3.412; 0.000; 0.149; 0.931; 1.047; 1.583 eV